A structure of composition C37H25ClCrNO4, computed with the ωB97M-V functional and the def2-TZVPD basis.

Expectation value of S² = 2.08
2S+1 = 3
E_HOMO (alpha / beta) = -1.599 / -3.189 eV
Charge = -1

Element x y z (Å)
Cl1 3.8863 1.2648 1.1332
C1 2.9362 0.0245 1.8362
C2 3.3486 -1.3079 1.7402
C3 2.5543 -2.2719 2.3812
C4 1.4119 -1.9172 3.0617
N1 0.9525 -0.6136 3.0402
C5 -0.2444 -0.2822 3.6418
C6 -1.0737 0.7337 3.0766
C7 -2.5039 0.3257 2.7165
C8 -3.3955 1.3563 2.3788
C9 -4.6909 1.0838 1.9303
C10 -5.1243 -0.2413 1.7623
C11 -4.2297 -1.2851 2.0514
C12 -2.9386 -1.0028 2.5244
O1 -0.6786 1.8967 2.8366
C13 1.7453 0.3682 2.4536
H1 4.2382 -1.5631 1.1861
H2 2.8332 -3.3182 2.3348
H3 0.7494 -2.6414 3.5424
H4 -0.6929 -1.0550 4.2631
H5 -3.0541 2.3929 2.4253
H6 -5.3561 1.9198 1.7002
H7 -6.1388 -0.4555 1.4142
H8 -4.5423 -2.3215 1.8994
H9 -2.2438 -1.8254 2.7050
H10 1.3742 1.3862 2.4436
O2 4.5915 -0.5040 12.5132
C14 3.9749 -1.0755 11.7023
Cr1 2.6738 -1.7994 10.5175
C15 2.0457 -0.0405 10.4307
O3 1.6609 1.0600 10.4389
C16 1.6482 -1.9087 12.1267
O4 1.0768 -1.7576 13.1262
C17 3.3702 -3.7807 10.1735
C18 4.2121 -2.8799 9.4967
C19 3.6648 -1.9226 8.6357
C20 2.2877 -1.9268 8.3204
C21 1.7271 -0.9348 7.4319
C22 1.2647 0.0558 6.8824
C23 0.8095 1.2948 6.4224
C24 -0.4449 1.7950 6.9443
C25 -1.0727 1.0791 7.9984
C26 -2.0073 1.7011 8.8208
C27 -2.4042 3.0260 8.5600
C28 -1.8969 3.6949 7.4322
C29 -1.0183 3.0347 6.5754
C30 1.8127 2.1444 5.7984
C31 2.9556 1.5470 5.2085
C32 3.9003 2.3158 4.5321
C33 3.8161 3.7203 4.5511
C34 2.7672 4.3366 5.2417
C35 1.8038 3.5597 5.8885
C36 1.4519 -2.7804 9.0677
C37 1.9837 -3.7303 9.9491
H11 3.7806 -4.4658 10.9176
H12 5.2869 -2.8686 9.6894
H13 4.2926 -1.1552 8.1743
H14 -0.7095 0.0751 8.2482
H15 -2.3987 1.1623 9.6851
H16 -3.1234 3.5242 9.2172
H17 -2.1651 4.7437 7.2454
H18 -0.7019 3.5195 5.6510
H19 3.0921 0.4663 5.3040
H20 4.7077 1.8214 3.9948
H21 4.5615 4.3137 4.0269
H22 2.6917 5.4256 5.2917
H23 1.0630 4.0537 6.5215
H24 0.3725 -2.6815 8.9334
H25 1.3055 -4.3789 10.5058

***

A structure of composition C37H25F2N8O2PdS, computed with the ωB97M-V functional and the def2-TZVPD basis.

E_HOMO = -10.661 eV
ΔE to the lowest compared entry with this formula, charge and spin = 94.5 kJ/mol
Charge = +1

Element x y z (Å)
Pd1 0.9765 0.7908 0.4023
F1 -2.2009 -2.8225 2.8263
C1 -1.0268 -2.1747 2.8005
C2 -0.7957 -1.2685 1.7778
C3 0.4124 -0.5911 1.7365
C4 1.3768 -0.8259 2.7384
C5 1.0840 -1.7507 3.7336
F2 1.9861 -2.0059 4.6972
C6 -0.1083 -2.4415 3.7916
C7 2.6279 -0.0887 2.5973
C8 3.7508 -0.1348 3.4208
C9 4.8633 0.6146 3.0885
C10 4.8587 1.3918 1.9382
C11 3.7160 1.3988 1.1673
N1 2.6329 0.6968 1.5022
H1 -1.5907 -1.1086 1.0629
H2 -0.3081 -3.1531 4.5789
H3 3.7491 -0.7546 4.3016
H4 5.7385 0.5851 3.7239
H5 5.7177 1.9761 1.6419
H6 3.6488 1.9625 0.2454
N2 -1.9131 -6.4780 -2.6900
C12 -1.2902 -5.2703 -2.7278
C13 -1.5534 -4.3676 -3.7747
C14 -0.9074 -3.1557 -3.8292
C15 0.0083 -2.8146 -2.8315
C16 0.2784 -3.6934 -1.7889
C17 -0.3665 -4.9101 -1.7354
S1 0.8029 -1.2707 -2.9238
O1 -0.4418 -0.2668 -2.6885
O2 1.2320 -0.9828 -4.2501
N3 1.6755 -0.9886 -1.7019
C18 2.9716 -1.4968 -1.6682
N4 3.2595 -2.5603 -2.4233
C19 4.5027 -3.0201 -2.3576
C20 5.4605 -2.4536 -1.5337
C21 5.0461 -1.3670 -0.7862
N5 3.8136 -0.8718 -0.8465
H7 -2.6117 -6.7184 -3.3677
H8 -1.7718 -7.1064 -1.9217
H9 -2.2588 -4.6413 -4.5492
H10 -1.0932 -2.4728 -4.6485
H11 0.9907 -3.4161 -1.0236
H12 -0.1553 -5.5988 -0.9271
H13 4.7315 -3.8738 -2.9856
H14 6.4690 -2.8342 -1.4802
H15 5.7306 -0.8608 -0.1119
N6 -7.9388 5.6326 1.2618
C22 -6.8997 5.1769 1.0868
C23 -5.5972 4.6041 0.8684
C24 -4.8403 5.0024 -0.2304
C25 -3.5886 4.4475 -0.4384
C26 -3.0890 3.4985 0.4479
C27 -3.8496 3.1026 1.5436
C28 -5.1009 3.6548 1.7580
C29 -1.7492 2.8786 0.2216
C30 -1.7562 1.5758 -0.4655
C31 -2.9530 1.0709 -1.1779
C32 -2.6041 -0.0641 -1.7727
C33 -1.1583 -0.3333 -1.4689
N7 -0.7564 0.7708 -0.5811
C34 -0.6409 3.5617 0.5609
C35 -0.6204 4.9066 1.1618
C36 0.6637 5.2035 1.3934
C37 1.4358 4.0449 0.9359
N8 0.6996 3.1042 0.4481
H16 -5.2341 5.7426 -0.9131
H17 -2.9964 4.7537 -1.2918
H18 -3.4598 2.3653 2.2347
H19 -5.6945 3.3571 2.6112
H20 -3.9059 1.5737 -1.2072
H21 -3.1905 -0.6972 -2.4199
H22 -0.9869 -1.2842 -0.9584
H23 -1.4908 5.5047 1.3750
H24 1.0724 6.1025 1.8252
H25 2.5115 3.9376 0.9905

***

A structure of composition C37H26BaFN5P2S2Se2, computed with the ωB97M-V functional and the def2-TZVPD basis.

E_HOMO = -1.324 eV
ΔE to the lowest compared entry with this formula, charge and spin = 112.6 kJ/mol
Charge = -2

Element x y z (Å)
Ba1 -4.5220 -1.2065 -0.5189
Se1 1.5017 2.5590 -3.1204
P1 2.0354 1.4128 -1.4434
C1 3.2714 0.1172 -1.7871
C2 3.9556 0.1138 -2.9915
C3 4.8939 -0.8693 -3.2502
C4 5.1490 -1.8492 -2.3047
C5 4.4616 -1.8507 -1.1009
C6 3.5217 -0.8715 -0.8400
C7 2.9061 2.5169 -0.2718
C8 2.2960 3.7226 0.0531
C9 2.9246 4.6146 0.9005
C10 4.1742 4.3160 1.4194
C11 4.8110 3.1420 1.0531
C12 4.1864 2.2485 0.2011
C13 0.7280 0.4900 -0.6570
C14 -0.0658 0.2846 0.4833
N1 -0.9020 -0.7234 0.1687
N2 -0.6579 -1.1005 -1.0574
N3 0.3103 -0.3978 -1.5772
P2 -0.1541 0.8290 2.1792
Se2 -1.9395 0.4247 3.1892
C15 1.3100 0.0462 2.9585
C16 1.0992 -0.9976 3.8482
C17 2.1715 -1.7063 4.3577
C18 3.4624 -1.3816 3.9741
C19 3.6764 -0.3359 3.0896
C20 2.6065 0.3805 2.5833
C21 0.1053 2.6252 2.2259
C22 -0.6630 3.3982 1.3613
C23 -0.7061 4.7709 1.5163
C24 0.0019 5.3744 2.5442
C25 0.7570 4.6035 3.4142
C26 0.8011 3.2297 3.2647
H1 3.7423 0.8863 -3.7180
H2 5.4195 -0.8741 -4.1944
H3 5.8852 -2.6146 -2.5088
H4 4.6552 -2.6229 -0.3687
H5 2.9836 -0.8659 0.0984
H6 1.3337 3.9582 -0.3807
H7 2.4357 5.5416 1.1592
H8 4.6578 5.0075 2.0953
H9 5.7980 2.9185 1.4348
H10 4.6904 1.3389 -0.0942
H11 0.0845 -1.2395 4.1358
H12 1.9983 -2.5200 5.0470
H13 4.3018 -1.9405 4.3667
H14 4.6825 -0.0839 2.7823
H15 2.7742 1.2021 1.9017
H16 -1.2385 2.9102 0.5827
H17 -1.3036 5.3710 0.8446
H18 -0.0363 6.4489 2.6685
H19 1.3007 5.0774 4.2208
H20 1.3579 2.6183 3.9618
S1 -7.0698 -2.7644 -0.1956
C27 -7.1217 -2.2507 1.4360
S2 -6.0697 -1.0408 2.0387
C28 -8.0624 -2.8158 2.3000
C29 -9.0202 -3.7416 1.8867
N4 -9.8500 -4.4980 1.6128
C30 -8.1246 -2.5146 3.6607
N5 -8.2272 -2.3324 4.7970
F1 -3.1358 -3.2046 -7.8591
C31 -3.3100 -3.2070 -6.4945
C32 -2.1967 -3.1424 -5.6743
C33 -2.3738 -3.1778 -4.3091
C34 -3.6597 -3.2963 -3.7293
C35 -3.8324 -3.4271 -2.3251
C36 -4.7634 -3.3108 -4.6148
C37 -4.5935 -3.2603 -5.9801
H21 -1.2148 -3.0633 -6.1224
H22 -1.5148 -3.1085 -3.6535
H23 -2.9495 -3.7526 -1.7878
H24 -4.7454 -3.9217 -2.0194
H25 -5.7643 -3.3541 -4.2008
H26 -5.4306 -3.2623 -6.6659